1.
{"formula": "C17H19NO4", "method": "wB97M-V/def2-TZVPD", "elements": ["C", "H", "O", "C", "C", "C", "C", "C", "C", "H", "H", "C", "O", "N", "H", "C", "C", "O", "C", "C", "C", "C", "C", "C", "H", "O", "C", "H", "H", "H", "H", "H", "H", "H", "H", "H", "H", "H", "H", "H", "H"], "xyz": [[3.600, -4.088, -3.469], [4.090, -4.615, -4.286], [2.224, -4.331, -3.630], [1.354, -3.787, -2.740], [1.714, -2.990, -1.657], [0.740, -2.477, -0.819], [-0.605, -2.749, -1.036], [-0.957, -3.571, -2.108], [0.003, -4.076, -2.953], [-0.260, -4.704, -3.789], [-2.001, -3.799, -2.258], [-1.697, -2.236, -0.165], [-2.757, -2.816, -0.030], [-1.416, -1.076, 0.485], [-0.613, -0.533, 0.208], [-2.409, -0.375, 1.261], [-2.828, 0.922, 0.556], [-1.730, 1.787, 0.355], [-1.231, 2.508, 1.403], [-1.784, 2.583, 2.673], [-1.169, 3.376, 3.631], [-0.023, 4.083, 3.347], [0.537, 4.011, 2.069], [-0.069, 3.223, 1.105], [0.320, 3.137, 0.103], [1.668, 4.742, 1.873], [2.272, 4.719, 0.603], [2.601, 3.710, 0.332], [1.597, 5.100, -0.170], [3.139, 5.373, 0.677], [0.459, 4.699, 4.089], [-1.601, 3.435, 4.619], [-2.682, 2.047, 2.932], [-3.635, 1.418, 1.107], [-3.184, 0.687, -0.451], [-3.269, -1.041, 1.361], [-1.999, -0.150, 2.251], [1.051, -1.884, 0.029], [2.749, -2.766, -1.454], [3.831, -3.020, -3.538], [3.969, -4.479, -2.515]], "forces_ev_per_angstrom": [[0.24, 0.05, 0.04], [0.01, 0.06, 0.08], [-0.36, -0.03, 0.02], [-0.16, 0.04, 0.08], [0.34, -0.11, -0.23], [-0.33, -0.02, -0.01], [0.17, -0.17, -0.14], [0.05, 0.07, 0.10], [0.20, -0.01, -0.05], [-0.04, -0.07, -0.10], [-0.09, -0.03, -0.01], [0.17, 0.13, 0.16], [-0.22, -0.14, -0.13], [0.18, 0.29, 0.05], [-0.03, -0.14, -0.07], [-0.14, 0.30, -0.03], [-0.29, -0.49, 0.22], [0.31, 0.22, 0.01], [0.09, 0.12, 0.14], [-0.29, -0.27, -0.26], [0.20, 0.12, -0.05], [0.10, 0.09, 0.01], [-0.14, -0.09, 0.09], [0.14, 0.03, -0.17], [0.07, 0.02, -0.11], [-0.23, -0.05, 0.28], [0.10, -0.01, -0.22], [-0.03, 0.04, 0.00], [0.02, -0.03, 0.03], [-0.05, -0.06, -0.06], [0.06, 0.08, 0.10], [-0.03, 0.01, 0.09], [-0.07, -0.07, -0.01], [0.06, 0.01, -0.05], [-0.01, 0.02, 0.16], [0.07, 0.12, 0.06], [-0.15, -0.04, -0.06], [0.02, 0.05, 0.07], [0.09, -0.01, -0.01], [-0.02, -0.04, 0.02], [-0.02, 0.03, -0.03]], "lumo_ev": 0.589, "orbital_gap_ev": 9.032, "smiles": "COc1ccc(C(=O)NCCOc2cccc(OC)c2)cc1", "relative_energy_ev": 2.463}


2.
{"formula": "C17H19NPSSn", "method": "wB97M-V/def2-TZVPD", "elements": ["C", "C", "C", "C", "C", "Sn", "P", "H", "H", "H", "H", "H", "H", "H", "H", "N", "S", "C", "C", "C", "C", "C", "C", "C", "C", "C", "C", "C", "C", "H", "H", "H", "H", "H", "H", "H", "H", "H", "H", "H"], "xyz": [[1.069, -0.477, -3.769], [0.358, 0.093, -4.929], [-0.709, -0.811, -5.300], [-0.584, -1.957, -4.445], [0.499, -1.713, -3.502], [-1.171, -0.004, -3.109], [-0.291, 2.709, -1.908], [1.954, -0.060, -3.270], [0.654, 0.982, -5.481], [-1.295, -0.743, -6.173], [0.783, -2.424, -2.723], [-1.115, -2.904, -4.612], [-1.353, 3.259, -1.109], [0.016, 3.787, -2.810], [0.813, 2.843, -0.995], [-0.518, -0.251, -0.755], [-1.088, -0.271, 0.748], [-0.341, -1.594, 1.669], [-0.472, -1.479, 3.062], [0.113, -2.436, 3.885], [0.804, -3.498, 3.285], [0.832, -3.682, 1.894], [0.199, -2.739, 1.067], [-0.521, 1.179, 1.677], [-1.510, 2.168, 1.907], [-1.155, 3.361, 2.527], [0.158, 3.589, 2.907], [1.145, 2.625, 2.666], [0.796, 1.402, 2.072], [0.484, -0.396, -0.761], [-0.998, -0.617, 3.475], [-0.004, -2.330, 4.967], [1.294, -4.233, 3.922], [1.317, -4.547, 1.437], [0.139, -2.851, -0.015], [-2.519, 1.968, 1.551], [-1.943, 4.105, 2.708], [0.434, 4.515, 3.422], [2.182, 2.805, 2.944], [1.545, 0.626, 1.874]], "forces_ev_per_angstrom": [[0.18, 1.33, -1.47], [0.17, -0.98, 0.08], [3.35, -0.99, 0.64], [0.70, 0.06, -0.65], [-1.32, -1.81, -0.51], [-2.01, 1.05, 2.02], [0.35, 0.40, 0.02], [-0.65, -0.08, -0.31], [-0.24, -0.09, 0.37], [-0.77, 0.22, -0.59], [-0.04, 0.40, -0.31], [0.11, 0.66, 0.52], [0.65, 0.03, -0.37], [-0.22, -0.14, 0.71], [-0.58, 0.16, -0.34], [0.10, -0.42, 0.67], [-0.33, 0.48, -0.58], [-0.09, -0.52, 0.64], [0.39, -0.12, -0.25], [-0.21, 0.11, -0.54], [0.00, -0.36, 0.03], [-0.49, 0.56, 0.09], [0.21, 0.58, 0.41], [-0.50, 0.77, 0.15], [0.74, -0.86, -0.43], [-0.75, 0.05, -0.07], [0.58, 0.02, 0.22], [-0.37, -0.51, -0.18], [0.20, 0.11, -0.25], [0.44, 0.07, 0.16], [0.20, -0.27, 0.03], [0.26, -0.23, -0.41], [-0.10, 0.16, -0.16], [-0.16, 0.25, 0.30], [0.19, 0.00, 0.26], [0.09, 0.18, 0.23], [0.52, -0.29, -0.04], [-0.15, -0.33, -0.30], [-0.26, -0.01, 0.00], [-0.17, 0.36, 0.20]], "lumo_ev": -2.370, "total_charge": 1, "orbital_gap_ev": 9.007, "relative_energy_ev": 0.000}


3.
{"formula": "C17H20Cl2N", "method": "wB97M-V/def2-TZVPD", "elements": ["Cl", "C", "C", "C", "C", "C", "C", "C", "C", "C", "Cl", "C", "C", "C", "C", "H", "H", "H", "H", "H", "H", "H", "H", "H", "C", "C", "C", "C", "N", "H", "H", "H", "H", "H", "H", "H", "H", "H", "H", "H"], "xyz": [[-5.586, 0.494, 1.333], [-3.958, -0.004, 1.485], [-3.650, -1.373, 1.551], [-2.330, -1.766, 1.749], [-1.293, -0.816, 1.905], [0.025, -1.321, 2.361], [1.319, -0.832, 1.830], [2.356, -1.785, 1.696], [3.682, -1.394, 1.519], [3.989, -0.024, 1.450], [5.620, 0.478, 1.367], [2.963, 0.930, 1.461], [1.637, 0.522, 1.614], [-1.619, 0.547, 1.769], [-2.936, 0.951, 1.552], [-4.442, -2.114, 1.460], [-2.074, -2.828, 1.780], [0.017, -2.419, 2.353], [2.104, -2.847, 1.734], [4.477, -2.132, 1.457], [3.208, 1.985, 1.366], [0.859, 1.274, 1.581], [-0.851, 1.308, 1.852], [-3.179, 2.007, 1.453], [-0.012, -1.209, 7.051], [0.026, -1.830, 5.664], [1.286, -2.673, 5.513], [-1.218, -2.693, 5.461], [0.125, -0.713, 4.699], [-0.912, -0.598, 7.172], [-0.006, -1.992, 7.817], [0.859, -0.562, 7.191], [1.381, -3.101, 4.507], [2.170, -2.050, 5.692], [1.284, -3.494, 6.239], [-1.266, -3.108, 4.446], [-1.214, -3.525, 6.174], [-2.123, -2.096, 5.624], [0.101, -1.109, 3.714], [-0.704, -0.125, 4.809]], "forces_ev_per_angstrom": [[0.01, 0.01, -0.05], [0.62, -0.36, 0.07], [0.36, 0.06, -0.09], [-0.17, 0.09, 0.18], [0.15, -0.11, 1.09], [-0.22, -0.13, -5.73], [-0.50, -0.33, 1.19], [0.53, 0.11, 0.29], [-0.54, 0.02, -0.12], [-0.53, -0.38, 0.17], [-0.06, -0.01, -0.05], [-0.59, -0.19, -0.11], [0.71, 0.38, 0.10], [-0.51, 0.18, -0.06], [0.40, -0.17, 0.02], [0.19, 0.18, -0.01], [-0.22, 0.31, 0.14], [0.03, 0.27, 0.74], [0.19, 0.28, 0.21], [-0.15, 0.13, -0.04], [-0.07, -0.23, -0.04], [0.37, -0.08, 0.18], [-0.40, -0.11, 0.12], [0.05, -0.24, 0.05], [0.09, 0.49, 0.08], [0.25, -0.56, -0.29], [0.30, 0.03, 0.09], [-0.23, 0.08, -0.06], [0.05, 0.11, 1.06], [0.06, -0.09, 0.10], [-0.03, 0.14, -0.16], [-0.10, -0.11, 0.09], [-0.10, -0.01, 0.12], [-0.12, -0.14, -0.02], [0.02, 0.14, -0.20], [0.06, -0.01, 0.15], [-0.07, 0.15, -0.17], [0.07, -0.15, -0.01], [0.19, 0.33, 1.36], [-0.07, -0.08, -0.39]], "lumo_ev": -6.164, "total_charge": 1, "orbital_gap_ev": 6.216, "relative_energy_ev": 3.337}


4.
{"formula": "C17H20N2O", "method": "wB97M-V/def2-TZVPD", "elements": ["C", "C", "C", "C", "C", "C", "C", "H", "H", "N", "C", "O", "N", "H", "C", "H", "H", "C", "H", "H", "C", "C", "C", "C", "C", "C", "C", "H", "H", "H", "H", "H", "H", "H", "H", "H", "H", "H", "H", "H"], "xyz": [[-5.136, -1.022, 1.032], [-3.787, -0.360, 0.451], [-2.524, -0.777, 0.704], [-1.475, -0.273, 0.265], [-1.586, 0.767, -0.588], [-2.930, 1.367, -0.686], [-4.105, 0.689, -0.131], [-5.005, 1.251, -0.664], [-3.007, 2.384, -1.419], [-0.452, 1.572, -0.929], [0.705, 2.037, -0.367], [1.458, 2.611, -1.107], [1.046, 1.097, 0.710], [0.274, 1.002, 1.392], [2.237, 1.584, 1.406], [2.279, 2.658, 1.734], [2.198, 1.023, 2.593], [3.456, 0.998, 0.919], [4.473, 1.587, 1.266], [3.452, 1.449, -0.076], [3.555, -0.479, 0.796], [2.394, -1.099, 0.297], [1.737, -2.047, 0.832], [0.705, -2.812, 0.258], [0.537, -2.423, -1.496], [1.381, -1.604, -1.905], [2.292, -1.127, -1.209], [2.910, -0.039, -1.754], [1.045, -1.448, -2.828], [-0.192, -3.171, -1.722], [0.195, -3.504, 0.543], [1.880, -2.400, 1.696], [4.595, -0.718, 0.469], [3.582, -0.929, 1.907], [-0.687, 2.132, -1.729], [-0.533, -0.503, 0.509], [-2.568, -1.782, 1.118], [-5.613, -0.440, 2.046], [-4.993, -1.987, 1.306], [-6.052, -0.939, 0.255]], "forces_ev_per_angstrom": [[-2.06, 3.99, 0.09], [-4.96, -6.37, 5.12], [-6.16, -6.58, 3.55], [4.33, 3.23, -2.95], [-2.42, 5.28, 0.84], [1.62, 1.15, -2.50], [1.02, 11.05, -8.63], [1.07, -2.00, 2.29], [0.04, -2.89, 2.29], [-2.76, 0.49, -1.66], [-0.39, -5.69, -0.66], [1.17, 1.88, 1.13], [0.06, 3.81, 0.56], [0.56, 0.20, -0.71], [-1.19, -1.50, 7.15], [-0.10, -0.85, -1.05], [-0.50, 1.54, -2.83], [4.16, 3.33, -2.34], [-2.54, -1.81, -0.01], [0.38, -0.49, -0.87], [2.94, 0.19, 5.75], [2.67, 1.08, -10.50], [-6.88, -4.82, -2.09], [6.80, 10.61, -10.25], [-5.21, -8.54, 12.21], [-2.32, -0.40, -5.23], [8.53, 10.36, 6.21], [-1.53, -3.70, 1.62], [0.60, 1.87, -4.78], [-0.43, 0.57, -1.65], [-5.63, -7.89, 3.94], [1.71, -1.75, 7.39], [-1.17, -0.26, -0.66], [0.27, 1.15, -1.66], [0.20, 0.25, -0.35], [3.09, -1.86, 0.79], [0.71, 0.13, 0.82], [1.73, -1.39, -2.77], [0.23, -3.06, 0.79], [2.39, -0.28, 1.60]], "lumo_ev": 0.262, "orbital_gap_ev": 8.114, "relative_energy_ev": 15.197}